Formula: C10H23BS
Source: the Open Molecules 2025 dataset
Level of theory: ωB97M-V/def2-TZVPD

The geometry in XYZ format:
```
35
Properties=species:S:1:pos:R:3:forces:R:3:mulliken_charge:R:1
B 0.58517 -0.10534 -0.62393 0.8 0.7 1.1 0.026
C -4.46100 -0.58575 0.76206 -2.7 1.0 -2.8 -1.482
C 1.79141 3.67309 0.04845 1.6 1.3 3.0 -1.345
C 2.15055 -2.23323 -1.26486 0.7 1.1 1.3 -1.419
C 1.74318 -2.11034 1.99773 3.2 -0.5 -1.0 -0.658
C -1.97502 -0.05429 0.27184 -1.9 -0.8 -2.7 -0.324
C 0.67327 1.49277 -0.31526 -0.1 -2.3 1.3 -0.525
C -0.94184 -0.66636 -0.69289 1.4 1.2 -0.5 -0.970
C -3.45296 -0.57702 -0.34904 1.8 1.4 -0.1 -0.291
C 1.94309 2.24362 -0.53304 -0.7 2.5 1.3 -0.602
C 2.06836 -0.85170 -0.66254 -1.1 0.7 0.1 0.016
S 2.77503 -0.93164 1.02105 0.6 0.8 0.9 -0.048
H -4.26001 -1.37429 1.36260 0.6 -2.4 2.2 0.422
H -5.53930 -0.69971 0.44507 1.0 -0.3 -0.2 0.342
H -4.55390 0.29359 1.31400 0.6 1.7 1.1 0.401
H 2.60643 4.49557 -0.11999 -1.2 -1.9 -0.3 0.326
H 1.69771 3.73209 1.23674 0.1 -0.6 -2.3 0.258
H 0.87127 4.04597 -0.31346 -1.0 0.8 -0.4 0.351
H 1.47562 -2.32147 -2.03819 -1.5 -0.5 -1.8 0.363
H 3.13971 -2.38379 -1.60114 1.1 -0.5 -0.5 0.372
H 1.94104 -2.93247 -0.48845 -0.3 -0.9 0.1 0.311
H 1.38651 -2.66042 1.14092 -0.7 -1.0 0.7 0.157
H 1.03508 -1.54555 2.49638 -1.6 0.6 1.1 0.263
H 2.47164 -2.66792 2.70865 -1.5 0.8 -1.4 0.277
H -1.91016 1.06181 0.13072 -0.4 -1.2 0.9 0.213
H -1.89166 -0.44277 1.28503 0.2 0.4 0.1 0.302
H 0.50554 1.53837 0.80181 -0.3 -0.1 -0.8 0.291
H -0.18993 1.93264 -0.77661 -0.4 0.7 -0.2 0.467
H -1.12841 -1.70553 -0.83203 0.3 -1.1 0.3 0.610
H -1.22200 -0.28243 -1.69768 0.1 0.1 0.1 0.333
H -3.40267 -1.61299 -0.75924 0.4 0.8 0.2 0.271
H -3.67509 0.11190 -1.22368 0.0 -0.8 1.1 0.295
H 2.09973 2.46378 -1.53117 0.6 -0.2 -2.4 0.346
H 2.80476 1.82260 -0.10949 1.1 -1.0 0.5 0.380
H 2.83885 -0.16280 -1.09038 -0.8 -0.4 0.0 0.272
```
Positions in Å, forces in eV/Å.

The calculation puts the molecular weight at 186.2 g mol⁻¹. The value obtained for the LUMO energy is 0.6 eV. Its energy is -22252.658 eV. As for the HOMO energy: -8.3 eV. The SMILES is CCCCB(CCC)[C@H](C)SC. For the HOMO-LUMO gap, the calculation gives 0.3268 Eh.

Formula: C10H23BaNO10
Source: the Open Molecules 2025 dataset
Level of theory: ωB97M-V/def2-TZVPD

The geometry in XYZ format:
```
45
Properties=species:S:1:pos:R:3:forces:R:3:mulliken_charge:R:1
Ba -11.05578 -5.26575 -5.14922 0.5 0.3 0.4 1.827
C -11.44764 -1.39931 -2.19100 -0.6 -2.6 -2.7 -0.379
C -11.43278 -2.03428 -3.50507 1.0 3.2 1.7 0.319
C -11.78288 -1.11480 -4.74605 0.0 0.3 1.4 0.703
O -11.64746 -1.44945 -5.92240 -0.1 -0.6 0.0 -0.817
C -12.20230 0.25519 -4.44700 0.7 -3.2 -3.2 -0.498
C -12.18920 0.72986 -3.21444 -1.5 5.3 3.9 0.309
C -11.80403 -0.10081 -1.97017 -1.0 3.1 4.4 0.182
O -11.85234 0.31840 -0.73143 0.0 -0.6 -4.9 -0.603
O -12.62237 1.96680 -3.15004 1.2 -2.8 0.9 -0.513
O -10.82831 -3.11626 -3.62449 -0.5 -1.7 -0.9 -0.664
H -11.31273 -2.00744 -1.30874 0.4 -0.1 -0.1 0.422
H -12.46430 0.88940 -5.28098 0.0 0.0 0.0 0.477
C -14.75940 -6.33075 -5.80625 0.1 -0.7 -0.7 -1.048
C -14.36985 -6.67758 -4.42219 0.0 -0.1 2.0 0.240
C -13.53332 -7.95001 -4.24068 -0.2 -0.4 -0.5 -1.193
O -12.15167 -7.69350 -4.51919 -1.3 1.1 0.3 -0.036
C -11.46631 -8.84895 -4.34334 1.1 -3.2 -0.8 -1.059
N -13.60646 -5.59769 -3.88401 1.8 1.7 1.5 -0.425
H -13.85747 -6.29247 -6.41711 0.2 -0.4 -0.2 0.036
H -15.13965 -5.31611 -5.92464 -0.7 -0.3 0.3 0.358
H -15.40502 -7.14629 -6.13209 -0.3 0.5 -0.6 0.376
H -15.17004 -6.76029 -3.68669 -1.0 -0.6 -0.8 0.424
H -13.90498 -8.77577 -4.84737 0.0 0.2 -1.0 0.466
H -13.61756 -8.47701 -3.29027 0.0 0.9 0.8 0.576
H -10.42731 -8.88489 -4.67089 0.3 1.1 0.5 0.274
H -11.82889 -9.62226 -5.02056 -0.6 -0.3 -0.3 0.390
H -11.57052 -9.33404 -3.37282 0.2 0.5 0.5 0.371
H -13.50486 -5.76040 -2.89239 0.6 -0.4 0.4 0.177
H -14.07481 -4.70585 -3.81086 -0.7 0.2 -0.9 0.186
O -11.06469 -7.15002 -7.02149 0.2 -0.1 -0.3 -0.392
H -11.83217 -7.24982 -7.58474 -0.3 -0.1 -0.2 0.212
H -10.42745 -7.77255 -7.37165 0.2 -0.2 -0.2 0.226
O -10.26924 -5.87063 -2.49465 -0.1 -0.2 -0.3 -0.516
H -10.48431 -4.96875 -2.25676 -0.1 0.7 0.2 0.291
H -9.58165 -6.12384 -1.87875 0.2 -0.2 0.1 0.240
O -9.49994 -3.15515 -6.06925 0.6 -0.8 -0.4 -0.619
H -9.32913 -2.61646 -5.29668 0.0 0.2 0.3 0.286
H -10.13666 -2.65188 -6.57673 -0.2 0.5 -0.1 0.352
O -12.78200 -3.73511 -6.55749 -0.5 -1.1 -0.3 -0.472
H -13.49650 -3.59424 -7.17868 -0.2 -0.1 -0.2 0.247
H -12.48305 -2.85425 -6.33179 0.6 1.2 0.2 0.228
O -8.37744 -6.08335 -5.73846 -0.4 -0.1 0.0 -0.458
H -8.31636 -6.96788 -6.09917 0.2 -0.3 -0.1 0.247
H -7.49634 -5.89444 -5.41566 0.3 0.2 0.1 0.247
```
Positions in Å, forces in eV/Å.

The calculation puts the molecular weight at 454.6 g mol⁻¹. The value obtained for the LUMO energy (spin up / spin down) is -3.4 / -4.8 eV. The spin multiplicity is 2. Its energy is -33395.859 eV. As for the HOMO energy (spin up / spin down): -11.2 / -10.5 eV. For the HOMO-LUMO gap (spin up / spin down), the calculation gives 0.2847 / 0.2085 Eh. As for the total charge: +1.

Formula: C10H23Cl4N4
Source: the Open Molecules 2025 dataset
Level of theory: ωB97M-V/def2-TZVPD

The geometry in XYZ format:
```
41
Properties=species:S:1:pos:R:3:forces:R:3:mulliken_charge:R:1
N 2.80358 2.32872 0.93895 0.1 0.0 0.2 -0.704
C 2.76610 0.93613 0.51628 -0.1 -0.2 -0.1 1.164
N 4.09134 0.34846 0.41682 0.1 -0.1 -0.2 -0.627
N 2.26968 0.97025 -0.84078 0.0 0.1 0.1 -0.639
C 2.00053 0.03073 1.55221 0.0 0.1 0.1 -1.827
C 0.95431 -0.99828 1.15108 0.1 -0.2 -0.1 -0.752
N 1.55328 -2.18563 0.37796 -0.2 -0.1 0.1 -0.022
C 1.06503 -2.17622 -1.04692 0.1 0.0 0.0 -1.216
C -0.18803 -1.29658 -1.04390 0.1 0.1 -0.1 -0.803
C -0.26736 -0.55954 0.32001 0.0 0.1 0.0 1.327
C -1.60521 -0.76665 1.07694 0.0 -0.1 0.0 -0.681
C -2.56076 0.44947 1.19892 0.0 0.0 0.0 -0.539
C -2.20244 1.64957 0.33844 0.0 -0.1 0.0 -0.083
Cl -3.48299 2.88570 0.43483 0.0 0.0 0.0 -0.180
H 3.30549 2.43388 1.81298 0.1 0.0 0.0 0.269
H 1.87416 2.70385 1.09949 0.0 0.0 -0.1 0.228
H 4.59136 0.82520 -0.32627 0.0 0.0 0.0 0.323
H 4.62704 0.46949 1.26997 -0.1 -0.1 0.1 0.284
H 2.09770 0.08474 -1.27680 -0.1 0.0 0.0 0.128
H 1.55872 1.65704 -1.03115 0.0 0.0 0.0 0.240
H 2.76138 -0.52027 2.11313 0.0 0.1 0.1 0.569
H 1.49819 0.66680 2.28566 -0.1 0.0 -0.1 0.397
H 0.62677 -1.45185 2.08672 -0.1 0.0 0.0 0.459
H 2.57213 -2.22704 0.45178 0.0 0.2 -0.1 0.357
H 1.18733 -3.02586 0.82113 0.2 -0.1 0.0 0.433
H 1.85247 -1.77126 -1.67682 0.1 -0.1 0.1 0.433
H 0.91065 -3.21262 -1.33762 -0.1 0.1 -0.1 0.394
H -0.09314 -0.56655 -1.84659 -0.1 0.0 0.0 0.291
H -1.09251 -1.86495 -1.25100 0.0 -0.1 0.1 0.459
H -0.13138 0.49663 0.10992 0.0 0.0 0.1 -0.143
H -1.38671 -1.11671 2.08756 0.0 0.0 0.0 0.249
H -2.15113 -1.58073 0.59576 0.0 0.0 0.0 0.337
H -2.63008 0.76981 2.23917 0.0 0.0 0.0 0.411
H -3.56310 0.13863 0.90693 0.0 0.0 0.1 0.210
H -2.11501 1.37249 -0.71208 0.0 0.0 0.0 0.061
H -1.28031 2.13433 0.65843 0.0 0.0 0.0 0.192
C -4.46848 0.50190 -2.86866 0.0 0.0 0.0 0.106
Cl -2.74269 0.23014 -3.20418 0.0 0.0 0.0 -0.141
Cl -5.42647 0.21063 -4.30268 0.0 0.0 0.0 -0.105
Cl -4.99726 -0.51079 -1.52452 0.0 0.0 0.0 -0.116
H -4.58217 1.53694 -2.57111 0.0 0.0 0.0 0.260
```
Positions in Å, forces in eV/Å.

The calculation puts the molecular weight at 341.1 g mol⁻¹. The value obtained for the LUMO energy is -3.1 eV. Its energy is -66787.146 eV. As for the HOMO energy: -12.8 eV. For the HOMO-LUMO gap, the calculation gives 0.3564 Eh. As for the total charge: +1.

Formula: C10H23ClOSi
Source: the Open Molecules 2025 dataset
Level of theory: ωB97M-V/def2-TZVPD

The geometry in XYZ format:
```
36
Properties=species:S:1:pos:R:3:forces:R:3:mulliken_charge:R:1
Cl -0.25680 1.27052 -3.21800 0.0 0.1 -0.3 -0.315
O 0.56409 -1.18121 -1.57380 -2.0 -0.1 -0.9 -0.342
C -0.96793 1.19613 4.60313 0.5 -0.3 -0.2 -1.142
C 1.87185 -0.80305 -1.91508 0.4 -0.6 -1.4 -0.385
C -1.17136 0.10440 3.54468 -0.3 -0.3 0.4 -0.744
C 2.62175 -0.24467 -0.76267 1.0 -0.4 0.7 -0.707
C -0.93489 0.51474 2.11590 0.1 0.9 -0.7 -0.112
C 2.08070 1.06343 -0.24754 0.3 1.0 0.0 -0.914
C 0.50273 0.38664 1.58612 -0.8 -1.4 0.1 -0.516
C 0.61641 0.99639 0.21244 0.6 1.1 0.3 0.735
C -0.79959 -1.80634 -4.11775 1.0 -0.3 -0.5 -1.115
C -2.30487 -0.61522 -1.79062 0.3 -1.2 0.5 -0.933
Si -0.64755 -0.67762 -2.64589 -0.2 -1.0 1.0 0.751
H 0.08532 1.56202 4.65122 -0.7 -0.3 0.0 0.272
H -1.61176 2.03568 4.35040 0.0 0.2 0.0 0.303
H -1.28918 0.82498 5.58596 0.3 0.2 -0.2 0.363
H 2.35489 -1.71002 -2.31268 0.2 0.3 0.0 0.284
H 1.78346 -0.06616 -2.73066 0.7 -0.1 0.2 0.314
H -0.55034 -0.77366 3.71461 0.2 -0.1 0.4 0.318
H -2.19914 -0.26813 3.64090 0.1 0.1 0.0 0.358
H 3.68309 -0.13311 -1.06458 -0.5 0.0 0.1 0.371
H 2.63361 -0.98418 0.05508 -0.1 0.1 -0.2 0.294
H -1.25789 1.57096 1.95803 0.1 -0.5 0.1 0.331
H -1.58043 -0.07857 1.47338 -0.1 -0.1 -0.2 -0.079
H 2.73631 1.40931 0.57376 -0.4 -0.1 -0.1 0.368
H 2.22381 1.84208 -1.01756 -0.3 -0.3 0.0 0.321
H 0.77842 -0.70162 1.51167 -0.2 0.8 0.3 0.243
H 1.19216 0.84707 2.27478 0.4 0.3 0.3 0.278
H 0.05456 0.40314 -0.49793 -0.2 0.5 0.4 -0.834
H 0.20906 2.02484 0.27999 0.1 -0.4 -0.3 0.450
H -1.33093 -2.74589 -3.88053 0.1 0.6 0.0 0.309
H 0.19257 -2.11672 -4.51307 -0.4 0.2 0.3 0.290
H -1.26612 -1.28965 -4.95840 -0.3 -0.1 0.1 0.343
H -2.28756 -0.24789 -0.76752 0.1 0.2 0.0 0.187
H -2.78295 -1.61385 -1.74089 0.3 0.4 -0.1 0.309
H -2.94544 0.00522 -2.37689 -0.5 0.6 -0.4 0.343
```
Positions in Å, forces in eV/Å.

The calculation puts the molecular weight at 222.8 g mol⁻¹. The value obtained for the LUMO energy is 0.8 eV. Its energy is -33193.775 eV. As for the HOMO energy: -9.9 eV. The SMILES is CCCCCCCCO[Si](C)(C)Cl. For the HOMO-LUMO gap, the calculation gives 0.3935 Eh.

Formula: C10H23N2O7
Source: the Open Molecules 2025 dataset
Level of theory: ωB97M-V/def2-TZVPD

The geometry in XYZ format:
```
42
Properties=species:S:1:pos:R:3:forces:R:3:mulliken_charge:R:1
N 3.23012 0.57846 -2.29710 0.1 -0.1 0.2 -0.459
C 2.74563 1.09202 -3.63133 -0.1 0.2 -0.2 -0.723
N 1.36644 1.30470 -3.76022 -0.1 -0.6 0.2 -0.705
C 0.74563 1.81816 -2.59437 0.0 0.4 -0.2 0.194
C -0.75899 1.96869 -2.84046 0.1 -0.1 0.0 -0.804
C -1.41903 0.62569 -3.12913 -0.1 0.0 -0.1 -0.672
O -2.07954 0.07234 -1.97085 0.1 0.0 0.2 -0.479
H 3.95295 1.18185 -1.92330 0.1 0.0 -0.1 0.249
H 3.62356 -0.35173 -2.37878 0.0 0.0 0.0 0.149
H 3.06161 0.36019 -4.39088 0.0 0.2 -0.1 0.304
H 3.36844 2.01454 -3.83601 0.0 0.0 0.3 0.288
H 0.87227 1.17826 -1.69026 0.0 0.1 0.0 -0.310
H 1.12098 2.83574 -2.28560 0.0 -0.1 0.1 0.214
H -0.89630 2.63845 -3.69401 0.0 0.0 0.0 0.427
H -1.25649 2.39409 -1.95882 0.0 0.1 -0.1 0.355
H -2.20399 0.71424 -3.88266 0.0 0.0 0.1 0.268
H -0.65710 -0.06049 -3.50776 0.0 0.0 0.0 0.390
H -1.45400 0.11692 -1.23530 0.0 0.0 -0.1 0.267
C -3.03905 -2.63706 -0.57466 0.0 0.0 -0.1 -0.608
O -2.72083 -2.01613 0.68161 0.0 0.0 0.0 -0.218
C -2.66141 -2.83674 1.71470 0.0 0.0 0.0 0.748
O -2.85008 -4.02895 1.70275 0.0 0.0 0.0 -0.573
O -2.35601 -2.12240 2.80479 0.0 0.0 0.0 -0.256
C -2.24346 -2.89320 3.99822 0.0 0.0 0.0 -0.673
H -3.03049 -1.83536 -1.30690 0.0 0.0 0.1 0.182
H -2.28353 -3.37922 -0.82637 0.0 0.0 0.0 0.317
H -4.01648 -3.11405 -0.51731 0.0 0.0 0.0 0.309
H -1.45542 -3.63867 3.90301 0.0 0.0 0.0 0.318
H -3.18431 -3.39232 4.22693 0.0 0.0 0.0 0.299
H -1.99399 -2.18299 4.78134 0.0 0.0 0.0 0.185
C 3.14352 0.38539 1.02580 0.0 0.0 -0.1 -0.295
O 2.82856 1.15313 2.20514 0.0 0.0 0.0 -0.344
C 1.55284 1.11346 2.55924 0.0 0.0 0.0 0.800
O 0.68136 0.46394 2.04676 0.0 0.0 0.0 -0.533
O 1.38462 1.92189 3.62009 0.0 0.0 0.0 -0.344
C 0.03731 1.97346 4.08953 0.0 0.0 0.0 -0.551
H 4.21554 0.49230 0.88985 0.0 0.0 0.0 0.215
H 2.88916 -0.66161 1.18152 0.0 0.0 0.0 0.278
H 2.61980 0.76450 0.14949 0.0 0.0 0.0 0.080
H -0.30026 0.98685 4.40391 0.0 0.0 0.0 0.218
H -0.62724 2.34617 3.31196 0.0 0.0 0.0 0.291
H 0.04763 2.65548 4.93540 0.0 0.0 0.0 0.204
```
Positions in Å, forces in eV/Å.

The calculation puts the molecular weight at 283.3 g mol⁻¹. The value obtained for the LUMO energy is 2.6 eV. Its energy is -28054.512 eV. As for the HOMO energy: -1.6 eV. For the HOMO-LUMO gap, the calculation gives 0.1541 Eh. As for the total charge: -1.

Formula: C10H23O12S2V2
Source: the Open Molecules 2025 dataset
Level of theory: ωB97M-V/def2-TZVPD

The geometry in XYZ format:
```
49
Properties=species:S:1:pos:R:3:forces:R:3:mulliken_charge:R:1
O -1.21794 17.00006 6.16881 1.4 1.8 -1.4 -0.351
V -0.52040 18.27691 5.57578 -3.6 -0.5 1.8 1.286
O -3.44653 19.70017 2.29442 4.7 1.5 1.3 -0.367
V -1.98800 20.11104 2.90204 -4.6 -3.1 2.2 1.218
C -1.20255 15.64019 2.68200 0.9 -0.2 0.7 -1.227
C -0.61743 17.05328 2.44062 1.0 -1.7 -1.3 0.845
C -0.78464 17.40969 0.98415 -1.0 0.0 0.3 -1.726
O -1.04534 18.03456 3.30865 -1.4 4.2 2.6 -0.397
H -0.63048 14.85201 2.19251 0.4 0.4 -0.5 0.437
H -2.22097 15.39413 2.38133 -0.2 0.8 0.3 0.341
H -0.98384 15.38795 3.71961 -0.7 0.0 0.3 0.274
H 0.45590 17.02205 2.62788 0.4 -0.6 -0.1 0.106
H -0.46585 16.55023 0.39440 0.2 0.4 -0.2 0.385
H -0.29823 18.33974 0.69001 0.3 0.0 -0.1 0.329
H -1.85881 17.51199 0.82989 -0.2 0.1 -0.3 0.421
C -2.11419 20.49908 5.56722 -2.4 -5.2 -2.5 2.163
O -2.24168 19.54330 6.31602 -1.1 -2.8 6.2 -0.690
O -3.02025 20.79953 4.77115 -3.5 3.6 -2.7 -1.014
O -1.05264 20.33243 4.96470 9.6 1.4 -5.2 -1.227
O 0.37952 18.67002 7.57962 0.1 -0.6 -2.4 -0.503
S 0.04156 18.89504 8.96544 0.8 0.5 4.5 1.110
O -0.45928 17.85721 9.84421 0.6 0.7 -2.0 -0.602
O 1.43588 19.47543 9.65884 -1.7 0.1 -1.2 -0.269
C 2.46595 18.55737 10.04417 1.0 -1.5 0.7 -0.232
C 3.86045 19.11889 9.77835 -0.4 0.5 -1.2 -1.177
C -0.99976 20.31783 9.12439 1.3 0.1 0.3 -1.144
H 2.33433 17.58730 9.56487 0.0 0.1 -0.6 0.337
H 2.38611 18.26023 11.08984 -0.4 0.6 0.3 0.325
H 3.94681 20.15739 10.09795 0.0 -0.1 0.4 0.302
H 4.02396 19.15628 8.70132 -0.1 0.0 -0.2 0.284
H 4.69719 18.52666 10.14880 -0.4 -0.1 0.5 0.379
H -2.02916 19.97175 9.03127 0.1 0.4 -0.3 0.414
H -0.59993 21.08660 8.46316 -0.6 -0.1 -0.4 0.328
H -0.76244 20.71350 10.11192 -0.4 -0.3 0.2 0.583
O -2.33674 23.22422 8.63397 -2.9 -0.7 -0.5 -0.623
S -3.76384 22.85645 8.40601 0.7 -2.0 1.0 1.188
O -4.13457 21.39843 8.60679 0.9 4.5 -0.6 -0.572
O -4.75016 23.83412 9.34081 -0.9 -1.6 -2.5 -0.311
C -4.18393 24.42029 10.47696 2.2 1.0 1.8 -0.052
C -5.01673 25.10402 11.58617 -1.3 -1.0 -0.9 -1.144
C -4.30077 23.40899 6.72561 -0.5 0.2 2.0 -0.636
H -3.55215 25.22698 10.10519 0.7 -0.4 0.1 0.275
H -3.67055 23.59995 10.97853 0.8 0.5 0.0 0.252
H -5.97664 25.38255 11.15132 -0.2 0.2 0.3 0.299
H -4.55224 25.99875 12.00067 0.3 -0.2 -0.4 0.336
H -5.17970 24.39898 12.40132 -0.2 0.1 0.0 0.294
H -4.00498 24.45293 6.62168 0.6 -0.3 -0.2 0.322
H -5.38382 23.47995 6.82603 -0.1 -0.6 -0.3 0.354
H -3.95622 22.67261 5.99959 0.0 0.3 0.1 0.077
```
Positions in Å, forces in eV/Å.

The calculation puts the molecular weight at 501.3 g mol⁻¹. The value obtained for the LUMO energy (spin up / spin down) is -6.1 / -5.5 eV. The spin multiplicity is 3. Its energy is -108347.231 eV. As for the HOMO energy (spin up / spin down): -12.9 / -12.9 eV. For the HOMO-LUMO gap (spin up / spin down), the calculation gives 0.2524 / 0.2713 Eh. As for the total charge: +1.